Record 1
116
Properties=species:S:1:pos:R:3:forces:R:3:mulliken_charge:R:1 method="wB97M-V/def2-TZVPD" spin_multiplicity=1 lumo_energy_ev=-0.39
Y 1.76687 0.10505 -0.34015 0.220 -0.362 -1.072 0.00
C -3.46127 -2.17371 4.98521 -0.113 0.114 0.264 -0.86
O -3.76553 -3.02551 3.89622 -0.517 0.126 0.052 -0.37
C -3.01671 -4.13401 3.67295 0.389 -0.305 0.320 0.34
C -1.96939 -4.57186 4.48181 0.401 0.604 0.091 -0.27
C -1.05634 -5.51041 4.02823 0.197 -0.333 0.014 -0.14
C -1.20561 -6.02963 2.74888 0.484 -0.380 -0.334 0.20
C -2.35628 -5.74398 2.02043 -0.676 0.397 -0.025 -0.09
C -3.32534 -4.84972 2.52695 1.438 -0.457 -0.176 -0.80
N -0.22627 -7.00652 2.20708 -0.732 0.379 0.804 -0.58
N 0.49297 -6.70906 1.25457 0.067 -0.265 0.233 -0.40
C 0.49498 -5.40122 0.69583 0.288 1.339 0.914 0.31
C 0.13675 -5.26123 -0.59470 -0.250 -0.833 -1.383 -0.12
C 0.20608 -4.01185 -1.24776 -0.424 -0.283 0.171 -0.74
C 0.68404 -2.90602 -0.57506 0.147 1.154 -1.640 -0.39
O 0.76613 -1.71470 -1.14253 0.029 -0.083 0.154 0.45
C 1.21774 -3.05199 0.72365 0.051 0.436 0.064 -0.55
N 1.90501 -1.99310 1.24175 -0.198 0.686 0.161 1.29
C 2.38656 -2.07295 2.46557 0.450 -0.244 -0.284 -0.09
C 2.23930 -3.22737 3.24496 -0.819 -0.897 -0.905 -2.09
C 1.54953 -4.31106 2.71477 0.537 1.523 -0.327 -0.94
C 1.04012 -4.25001 1.38993 0.149 -1.851 1.173 0.80
H -4.13922 -1.31879 4.91352 -0.128 -0.296 0.026 0.18
H -2.46289 -1.73255 4.89570 0.099 -0.418 0.129 0.34
H -3.62790 -2.69897 5.94209 0.251 0.311 -0.272 0.40
H -1.75166 -4.10598 5.42854 -0.161 0.183 0.151 0.41
H -0.19634 -5.77295 4.66837 -0.609 0.023 -0.457 0.35
H -2.45981 -6.18474 1.02656 -0.198 0.034 0.372 0.39
H -4.26278 -4.60916 2.07359 -0.222 -0.011 -0.719 0.48
H -0.17540 -6.20054 -1.12162 0.240 1.133 0.303 0.40
H -0.11134 -3.90844 -2.28086 0.100 0.041 0.152 0.58
H 3.01677 -1.24602 2.80236 -0.360 -0.266 -0.020 0.33
H 2.70176 -3.32228 4.19801 0.190 0.171 0.649 0.54
H 1.41924 -5.16784 3.32140 0.059 -0.831 0.252 0.97
C -4.00689 -0.71805 1.26882 0.651 -0.992 0.385 -1.34
N -2.55299 -0.50759 1.34774 -0.456 0.182 0.580 1.18
C -1.66236 -0.55686 0.37301 0.059 -0.236 -0.671 -0.88
N -0.46840 -0.24284 0.83915 0.445 0.698 -0.514 1.29
C -0.69959 0.03567 2.13148 -0.243 -0.127 0.789 -1.28
N -1.94684 -0.13121 2.50194 -0.332 0.078 -0.010 -0.89
C -4.80198 0.53515 1.14818 -0.753 0.019 0.081 1.22
C -5.81118 0.80637 2.09164 0.509 0.013 0.405 -0.60
C -6.58029 1.96432 1.96901 0.014 -0.591 -0.176 -0.73
C -6.43055 2.76762 0.84749 0.092 -0.303 -0.241 -0.96
C -5.51696 2.43747 -0.16073 1.005 -0.988 0.503 -0.16
C -4.65546 1.32159 0.01009 -0.476 0.688 -0.400 -0.04
C -5.39279 3.24247 -1.36717 0.328 0.230 0.076 0.66
N -6.04882 4.30711 -1.66446 -0.218 -0.347 0.214 -0.45
N -5.56464 4.72259 -2.87454 -0.774 1.308 -0.614 -0.51
C -4.65361 3.91797 -3.23776 1.097 -0.757 -0.190 0.63
O -4.45073 2.94151 -2.31421 -0.424 -0.270 0.455 -0.24
C -3.78069 3.97132 -4.42569 -0.257 -0.066 1.153 0.03
C -4.24846 4.67408 -5.51840 0.469 -0.212 0.178 -1.13
C -3.38138 4.82739 -6.56990 0.636 0.370 -1.413 -0.43
C -2.11480 4.22698 -6.57331 -1.105 0.152 0.214 -0.99
C -1.69793 3.50549 -5.47099 0.414 -0.490 0.119 1.28
C -0.39466 2.76008 -5.49181 0.268 0.776 -0.039 -1.57
N -0.20177 1.99241 -4.29625 -0.494 0.000 -0.827 0.78
C 0.30983 2.32651 -3.12748 0.283 -0.185 0.237 -0.54
N 0.07725 1.35422 -2.26522 1.025 -0.191 1.197 0.69
C -0.58957 0.45090 -2.99236 -0.822 -0.746 0.042 -1.02
N -0.83836 0.81563 -4.21343 0.131 -0.361 -0.637 -0.82
C -2.50465 3.39871 -4.36564 -1.496 0.107 0.714 -0.19
H -4.29712 -1.32668 2.13965 0.161 0.339 -0.217 0.20
H -4.15794 -1.35553 0.39789 -0.011 0.015 -0.099 0.26
H -1.91681 -0.81628 -0.64773 0.189 -0.058 0.213 0.49
H 0.07005 0.36216 2.81801 -0.203 -0.196 -0.024 0.65
H -5.95701 0.12485 2.96473 0.201 0.637 -0.878 0.32
H -7.34924 2.18135 2.71043 0.258 0.064 -0.203 0.39
H -7.06793 3.61922 0.72256 -0.138 0.382 -0.125 0.54
H -3.91786 1.07025 -0.79215 -0.689 0.228 0.880 0.45
H -5.25391 5.04434 -5.50485 -0.224 0.321 -0.093 0.55
H -3.66193 5.41709 -7.45367 -0.030 -0.376 0.418 0.35
H -1.52920 4.24313 -7.47325 0.332 0.196 -0.172 0.47
H 0.42637 3.45994 -5.58179 0.307 0.122 -0.068 0.43
H -0.37813 2.09986 -6.34357 0.159 -0.374 -0.167 0.39
H 0.87768 3.20796 -2.95102 0.261 0.469 0.131 0.42
H -0.90898 -0.50645 -2.64222 0.043 -0.312 0.293 0.77
H -2.27751 2.83715 -3.44366 0.210 0.357 -0.761 0.58
F 3.95899 -2.91036 -1.77406 -0.319 0.898 -0.428 -0.49
Te 3.73153 -1.63101 -3.16154 0.516 0.299 -0.945 2.20
F 4.73448 -2.81064 -4.17806 -0.024 -0.380 0.102 -0.35
F 5.37077 -0.87275 -2.71167 0.200 -0.183 -0.229 -0.40
F 2.22291 -2.57791 -3.70356 0.106 0.220 -0.006 -0.41
F 3.77959 -0.66946 -4.84847 -0.395 -0.441 1.497 -0.46
O 2.92571 -0.29116 -2.26951 -0.714 -0.130 -0.033 -0.70
O 4.09030 0.17063 0.07597 -0.143 -0.180 0.060 0.51
N 4.52698 -0.34336 1.16993 -1.025 0.132 0.811 0.01
C 5.68809 -0.87952 1.22841 1.188 -0.526 -0.170 0.99
C 6.60959 -0.90193 0.10305 0.960 0.141 -1.019 -0.10
N 7.34923 -0.83227 -0.79458 -1.112 -0.228 1.713 -0.60
C 6.11465 -1.37933 2.52920 0.521 0.580 -0.439 -0.43
N 6.61069 -1.63120 3.53951 -0.474 -0.165 -0.291 -0.56
S 2.74232 2.99192 -0.96586 0.759 0.247 0.114 -0.33
C 4.46112 2.78783 -1.02518 -0.448 0.118 0.647 0.08
N 5.27427 3.32938 -0.06297 -1.867 0.482 0.283 0.04
C 6.60601 3.16256 0.03249 -0.367 0.277 0.147 -0.29
C 7.22753 2.41281 -0.88946 0.282 -0.785 -0.661 -0.66
C 6.45218 1.81056 -1.91800 0.805 0.086 0.993 -0.31
C 5.10336 1.99863 -1.96894 0.138 -0.522 -1.641 -0.52
H 4.78168 3.86511 0.66517 0.331 -0.366 -0.596 0.26
H 7.05722 3.65187 0.87291 0.313 0.043 0.174 0.42
H 8.27389 2.18175 -0.78186 0.129 0.089 -0.122 0.38
H 6.96607 1.09896 -2.54584 -0.212 0.096 -0.364 0.48
H 4.54173 1.50292 -2.77691 0.096 0.401 0.789 0.50
I -0.67918 3.59274 0.62934 0.311 -0.359 0.121 0.23
C 0.80947 2.95428 1.99362 -0.622 0.625 -0.172 -0.28
C 0.87079 3.66388 3.18128 0.884 -0.848 0.929 -0.56
C 1.83399 3.25900 4.13886 -0.716 0.049 -1.583 -0.59
C 2.71325 2.22738 3.81020 -1.039 0.548 -0.028 -1.28
C 2.51927 1.59945 2.58888 0.646 -0.075 0.625 -0.38
N 1.59504 1.93287 1.69665 -0.258 -0.264 -0.269 0.82
H 0.15853 4.43675 3.43496 0.076 0.022 -0.232 0.48
H 1.79777 3.78766 5.06080 0.417 0.119 0.754 0.44
H 3.45927 1.84634 4.48007 0.234 0.025 0.215 0.58
H 3.17587 0.77540 2.36041 0.045 -0.161 -0.317 0.71

=====

Record 2
101
Properties=species:S:1:pos:R:3:forces:R:3:mulliken_charge:R:1 method="wB97M-V/def2-TZVPD" spin_multiplicity=1 lumo_energy_ev=3.83 charge=-2
Cs 1.87809 1.26278 2.81926 -0.810 0.712 0.389 1.33
F -1.67617 8.07783 1.35760 -0.089 -0.494 -0.118 -0.34
C -1.82045 6.72991 1.07426 -0.327 0.222 -0.038 0.59
F -2.82783 6.31550 1.87666 0.265 0.162 -0.191 -0.23
F -2.28926 6.69293 -0.19534 0.126 0.079 0.336 -0.23
C -0.53252 5.99687 1.27283 0.482 -0.164 0.112 -0.29
C 0.57681 6.71728 1.68924 -0.249 -0.225 -0.112 -0.25
C 1.78829 6.07026 1.86824 0.094 0.184 0.055 -1.16
C 1.83673 4.71021 1.62228 -0.247 -0.225 -0.086 0.06
N 0.79244 3.97325 1.23515 0.074 0.569 0.162 -0.23
C -0.41793 4.58003 1.04382 0.097 0.146 -0.032 0.16
S -1.73420 3.63673 0.52360 -0.222 -0.218 -0.063 -0.34
H 0.49069 7.77804 1.86755 -0.007 0.094 0.012 0.46
H 2.67739 6.59902 2.18637 -0.029 0.012 -0.012 0.43
H 2.77869 4.17841 1.73539 -0.030 -0.056 -0.025 0.42
O 1.15981 -0.45478 5.29393 0.001 -0.023 0.210 -0.71
C 0.58048 -0.90050 4.28361 -0.368 -0.306 -0.341 -0.94
O -0.31804 -0.37196 3.59396 0.007 -0.323 0.394 -0.42
C 1.16852 -2.22549 3.74603 -0.303 0.165 -0.436 0.93
C 1.76141 -3.12952 4.65899 0.055 -0.084 0.335 -0.70
C 2.27873 -4.30623 4.21786 -0.058 0.141 0.105 -0.94
C 2.24172 -4.58602 2.83614 -0.156 0.231 -0.270 1.08
C 2.76317 -5.77222 2.27829 0.043 -0.108 -0.160 -0.81
C 2.72256 -5.98602 0.92643 0.027 -0.035 0.185 -0.52
C 2.15436 -5.01423 0.08062 -0.043 0.079 -0.091 -0.86
C 1.63638 -3.85806 0.59603 -0.036 0.100 -0.119 0.06
C 1.65955 -3.60314 1.98679 0.240 -0.389 0.126 -0.55
N 1.12385 -2.44132 2.44979 0.092 -0.072 0.376 0.49
H 1.78164 -2.82959 5.69820 0.019 -0.037 -0.011 0.52
H 2.72643 -5.02617 4.89496 -0.003 0.018 0.031 0.36
H 3.20440 -6.51101 2.93982 -0.007 0.017 0.007 0.34
H 3.12910 -6.89767 0.50554 0.004 -0.002 -0.002 0.37
H 2.13698 -5.18328 -0.98963 -0.020 0.034 0.006 0.44
H 1.20225 -3.10030 -0.04350 0.009 -0.041 -0.021 0.71
C -1.49468 -0.14085 0.51491 0.144 0.425 -0.498 -0.38
C -0.36426 -0.72218 -0.32239 0.510 0.145 -0.030 -0.85
P 0.30222 0.54830 -1.50719 -0.365 -0.009 -0.077 1.08
C 1.56789 -0.45966 -2.36915 0.133 -0.148 0.376 0.90
C 1.66418 -0.62514 -3.74620 0.053 -0.076 -0.097 -0.64
C 2.72403 -1.33606 -4.30197 -0.075 0.045 0.013 -0.69
C 3.70406 -1.88611 -3.48921 0.008 -0.012 0.060 -0.85
C 3.63217 -1.70806 -2.11169 -0.071 0.054 -0.059 -0.90
C 2.58116 -0.99358 -1.55729 0.032 -0.004 -0.211 -0.80
C -1.12227 0.51121 -2.68635 0.098 0.138 0.057 0.03
C -1.85477 1.68823 -2.83388 -0.036 -0.039 0.010 -0.39
C -3.00285 1.71513 -3.62074 0.008 -0.060 0.016 -0.66
C -3.42623 0.56564 -4.27159 0.089 -0.012 0.046 -0.47
C -2.70442 -0.61540 -4.12518 -0.015 -0.006 -0.015 -0.84
C -1.56609 -0.64219 -3.33432 -0.020 -0.018 -0.015 -0.11
P -2.31766 -1.45554 1.48814 -0.086 -0.268 -0.468 0.18
C -3.34085 -2.12951 0.05105 0.137 0.231 0.254 0.14
C -4.34120 -1.39144 -0.58733 0.046 -0.032 0.015 -0.32
C -5.01889 -1.90846 -1.68053 0.023 -0.033 -0.006 -0.68
C -4.70577 -3.17585 -2.16530 0.034 0.033 0.104 -0.43
C -3.71286 -3.91910 -1.54521 0.032 0.096 0.045 -0.62
C -3.03934 -3.39506 -0.44321 0.009 -0.017 0.011 -0.33
C -3.61933 -0.49090 2.31884 -0.351 -0.192 0.185 0.17
C -3.58178 0.88173 2.54121 -0.025 0.112 0.002 0.05
C -4.61020 1.50279 3.24970 0.078 -0.045 -0.054 -0.70
C -5.67922 0.76801 3.73694 0.051 -0.067 -0.037 -0.42
C -5.72286 -0.60699 3.51922 0.035 -0.001 -0.031 -0.57
C -4.69903 -1.22864 2.82366 0.004 0.251 0.066 -0.42
H -2.20463 0.39831 -0.12708 -0.153 -0.261 0.056 0.55
H -1.09729 0.65486 1.13678 0.130 -0.090 0.422 0.23
H -0.66435 -1.61593 -0.87713 -0.060 -0.039 0.006 0.41
H 0.46434 -0.99616 0.33661 -0.110 -0.106 0.055 0.22
H 0.90438 -0.20129 -4.39296 0.028 -0.007 0.000 0.47
H 2.77995 -1.45674 -5.37779 0.003 0.000 -0.013 0.38
H 4.52770 -2.43947 -3.92575 0.001 -0.001 -0.009 0.38
H 4.40149 -2.10013 -1.45735 0.008 -0.007 -0.012 0.59
H 2.59038 -0.82619 -0.48564 -0.024 0.048 0.028 0.58
H -1.54935 2.57222 -2.28426 0.017 0.023 -0.003 0.35
H -3.57346 2.63204 -3.70374 0.011 0.009 -0.004 0.44
H -4.32405 0.58026 -4.87828 -0.010 0.003 -0.006 0.38
H -3.04428 -1.52346 -4.61064 0.008 0.014 0.011 0.37
H -1.02008 -1.57239 -3.21061 -0.029 0.031 -0.010 0.37
H -4.58003 -0.39768 -0.22123 -0.015 -0.031 -0.030 0.39
H -5.78414 -1.31702 -2.16905 0.000 0.014 0.001 0.40
H -5.23039 -3.57776 -3.02385 -0.014 0.008 -0.014 0.38
H -3.45546 -4.90307 -1.91814 0.005 -0.020 -0.001 0.40
H -2.25957 -3.97252 0.04339 -0.012 -0.015 -0.013 0.42
H -2.76949 1.49868 2.16490 -0.068 -0.107 0.035 0.13
H -4.56007 2.57273 3.40871 -0.005 0.010 -0.008 0.48
H -6.47551 1.25598 4.28606 -0.004 0.019 0.003 0.36
H -6.55325 -1.19206 3.89737 -0.010 -0.007 0.006 0.36
H -4.72706 -2.30144 2.66087 -0.022 0.004 0.016 0.35
O 6.23292 0.63309 -0.73398 0.061 -0.036 -0.044 -0.59
C 5.22476 1.35102 -1.32706 -0.059 0.008 -0.244 1.13
C 5.21591 1.57076 -2.70016 -0.003 -0.001 0.046 -0.72
C 4.18002 2.28754 -3.28727 0.044 -0.028 0.033 -0.59
C 3.16213 2.79795 -2.49894 -0.047 0.015 0.059 -0.64
C 3.18506 2.58372 -1.12502 0.047 0.025 -0.033 -0.19
C 4.20467 1.85270 -0.52924 0.019 0.018 0.250 0.75
C 4.12655 1.56154 0.96606 0.259 0.147 -0.221 -0.33
O 4.17816 2.53925 1.74645 0.386 0.078 -0.248 -0.81
O 3.89430 0.37513 1.28922 0.519 -0.373 -0.490 -0.84
H 6.81149 0.30546 -1.43105 -0.055 0.027 0.065 0.30
H 6.01560 1.15885 -3.31020 -0.008 0.005 -0.018 0.20
H 4.17184 2.43425 -4.36098 -0.003 -0.006 0.001 0.35
H 2.33726 3.34388 -2.94109 0.020 -0.016 -0.009 0.38
H 2.37834 2.96110 -0.50366 0.037 -0.008 -0.038 0.52

=====

Record-wise HOMO values, in eV: -7.4, -2.1